Density functional theory data (ωB97M-V/def2-TZVPD) for a molecular structure, C29H40AsMoN2O7PSSe2Te.

Results
- net charge = 0
- gap between HOMO and LUMO (spin up / spin down) (eV) = 5.199 / 5.929
- spin multiplicity = 3

Last column: Löwdin spin population.
Positions of all 85 atoms, in Å:
Mo  0.298  0.556  0.601  2.050
O  -2.872  2.319  4.741  0.000
C  -3.031  0.908  4.832  0.002
C  -2.205  0.218  3.734  -0.004
C  -2.384  -1.283  3.975  0.000
O  -1.519  -2.033  3.157  -0.024
C  -0.755  0.671  3.927  0.000
Se  0.670  -0.184  2.878  -0.290
C  -2.846  0.671  2.415  0.011
Se  -2.242  0.102  0.637  0.022
H  -3.388  2.733  5.437  0.000
H  -4.084  0.630  4.707  0.000
H  -2.695  0.544  5.810  0.000
H  -3.434  -1.527  3.783  -0.001
H  -2.166  -1.521  5.023  0.000
H  -2.021  -2.621  2.567  0.000
H  -0.471  0.503  4.967  0.000
H  -0.665  1.735  3.718  -0.005
H  -2.816  1.759  2.356  0.000
H  -3.891  0.358  2.414  0.000
S  2.720  0.944  0.151  0.056
C  3.543  -0.580  0.502  0.010
C  4.879  -0.576  0.906  0.003
C  5.556  -1.769  1.105  0.000
C  4.920  -2.988  0.907  0.002
C  3.592  -3.004  0.507  0.000
C  2.908  -1.811  0.304  0.006
As  1.058  -1.749  -0.240  0.009
C  0.410  -3.478  0.328  -0.002
C  0.026  -4.453  -0.583  -0.002
C  -0.417  -5.686  -0.127  0.000
C  -0.473  -5.948  1.235  -0.001
C  -0.075  -4.977  2.143  0.000
C  0.368  -3.744  1.692  -0.004
C  1.081  -1.872  -2.163  0.003
C  -0.139  -1.934  -2.833  -0.001
C  -0.156  -2.032  -4.217  0.000
C  1.037  -2.045  -4.929  -0.001
C  2.249  -1.955  -4.260  0.000
C  2.273  -1.871  -2.873  -0.001
H  5.381  0.370  1.060  0.001
H  6.592  -1.746  1.423  0.000
H  5.451  -3.916  1.068  0.000
H  3.079  -3.946  0.360  0.000
H  0.057  -4.254  -1.645  0.000
H  -0.727  -6.440  -0.839  0.000
H  -0.827  -6.908  1.588  0.000
H  -0.118  -5.173  3.207  0.000
H  0.654  -2.982  2.406  -0.005
H  -1.072  -1.914  -2.279  0.000
H  -1.104  -2.088  -4.737  0.000
H  1.020  -2.119  -6.009  0.000
H  3.178  -1.953  -4.815  0.000
H  3.219  -1.804  -2.348  0.000
C  0.503  5.832  0.080  0.000
O  -0.112  4.555  0.242  0.001
C  0.407  3.653  1.051  0.007
O  -0.204  2.595  1.209  0.046
N  1.565  3.947  1.673  -0.001
N  2.046  3.064  2.643  -0.002
H  -0.197  6.417  -0.506  0.000
H  1.439  5.742  -0.474  0.000
H  0.670  6.312  1.045  0.000
H  2.195  4.605  1.239  0.000
H  2.486  3.594  3.381  0.000
H  2.678  2.384  2.226  0.000
C  -3.625  3.758  -2.949  0.000
C  -3.262  2.913  -1.744  0.001
O  -1.848  2.802  -1.602  0.004
P  -1.110  1.511  -2.283  0.013
O  0.056  1.217  -1.245  0.082
Te  -3.225  -2.195  0.229  0.013
O  -0.266  2.384  -3.400  0.000
C  0.488  1.641  -4.358  0.001
C  -0.357  1.296  -5.569  0.000
H  -4.710  3.847  -3.037  0.000
H  -3.238  3.303  -3.861  0.000
H  -3.198  4.757  -2.859  0.000
H  -3.708  1.917  -1.820  0.000
H  -3.627  3.369  -0.822  0.000
H  0.909  0.739  -3.901  0.000
H  1.325  2.279  -4.646  0.000
H  -1.216  0.692  -5.273  0.000
H  0.230  0.731  -6.296  0.000
H  -0.721  2.206  -6.047  0.000

---

Density functional theory data (ωB97M-V/def2-TZVPD) for a molecular structure, C29H40N11OS2Ti.

Results
- net charge = +3
- gap between HOMO and LUMO (eV) = 6.021

Last column: Mulliken charge in e.
Positions of all 84 atoms, in Å:
Ti  0.449  -0.545  -0.722  -0.562
C  -1.011  3.391  -0.367  -1.262
N  0.388  3.378  -0.817  0.613
C  0.937  4.702  -1.164  -1.227
C  1.099  2.269  -0.820  -1.039
N  0.711  1.189  -0.022  2.683
C  0.462  1.423  1.379  0.425
C  1.221  2.368  2.019  -0.703
C  1.015  2.683  3.373  -1.397
C  0.058  2.020  4.079  -0.933
C  -0.703  0.991  3.476  1.427
C  -1.625  0.262  4.264  -0.977
C  -2.302  -0.797  3.744  -1.262
C  -2.117  -1.141  2.394  -0.669
C  -1.295  -0.413  1.578  0.393
N  -1.198  -0.779  0.190  2.108
C  -2.289  -1.243  -0.512  -0.883
N  -2.036  -2.228  -1.403  0.729
C  -2.749  -2.332  -2.683  -1.234
C  -1.324  -3.455  -1.004  -0.985
N  -3.488  -0.720  -0.383  0.421
C  -3.727  0.618  0.176  -0.923
C  -4.719  -1.478  -0.678  -1.166
C  -0.514  0.666  2.103  -0.645
N  2.179  2.137  -1.592  0.326
C  2.284  2.737  -2.932  -1.051
C  3.277  1.223  -1.263  -0.972
H  -1.083  3.602  0.700  0.358
H  -1.477  2.435  -0.582  0.001
H  -1.534  4.165  -0.922  0.645
H  0.595  5.404  -0.405  0.441
H  0.573  5.036  -2.134  0.385
H  2.024  4.681  -1.151  0.423
H  1.985  2.902  1.463  0.599
H  1.614  3.453  3.842  0.465
H  -0.122  2.259  5.121  0.513
H  -1.758  0.545  5.303  0.495
H  -2.982  -1.376  4.356  0.479
H  -2.668  -1.981  1.983  0.562
H  -3.247  -1.399  -2.928  0.383
H  -3.477  -3.142  -2.681  0.435
H  -2.015  -2.538  -3.459  0.304
H  -0.740  -3.297  -0.103  0.204
H  -0.674  -3.772  -1.817  0.297
H  -2.039  -4.256  -0.815  0.362
H  -2.828  1.219  0.131  0.173
H  -4.060  0.551  1.212  0.362
H  -4.507  1.095  -0.415  0.480
H  -4.511  -2.539  -0.759  0.389
H  -5.193  -1.120  -1.590  0.398
H  -5.406  -1.325  0.153  0.417
H  1.375  3.258  -3.209  0.347
H  2.446  1.931  -3.651  0.323
H  3.130  3.420  -2.985  0.400
H  3.265  0.955  -0.213  0.214
H  4.219  1.725  -1.477  0.491
H  3.237  0.324  -1.879  0.131
N  -0.250  0.174  -2.345  -0.210
C  -0.934  0.821  -3.059  1.258
C  -1.666  1.598  -3.877  0.008
C  -1.455  3.007  -3.712  0.095
N  -1.176  4.095  -3.454  -0.450
C  -2.638  0.990  -4.732  -0.392
N  -3.412  0.404  -5.353  -0.403
S  2.082  -1.671  1.026  -0.450
C  2.353  -1.737  2.710  0.411
N  3.556  -1.900  3.200  -0.207
C  3.692  -2.148  4.644  -0.651
C  2.342  -1.786  5.276  -0.472
S  1.131  -1.709  3.908  0.151
H  4.348  -2.008  2.581  0.263
H  4.488  -1.529  5.045  0.325
H  3.953  -3.191  4.808  0.328
H  2.360  -0.817  5.766  0.301
H  2.008  -2.536  5.987  0.416
C  2.499  -4.048  -1.672  -1.365
C  2.185  -2.745  -2.327  0.602
N  2.613  -2.526  -3.544  -0.267
O  1.499  -1.845  -1.743  -0.638
H  2.052  -4.863  -2.247  0.433
H  2.123  -4.063  -0.656  0.254
H  3.578  -4.208  -1.662  0.457
H  3.156  -3.221  -4.037  0.264
H  2.388  -1.674  -4.034  0.229

---

Density functional theory data (ωB97M-V/def2-TZVPD) for 4 unconnected molecules or ions with the total composition C29H40N7O4.

Results
- net charge = +1
- gap between HOMO and LUMO (eV) = 7.668

Last column: Mulliken charge in e.
Positions of all 80 atoms, in Å:
C  6.920  -0.015  -1.828  -1.091
C  6.015  -1.211  -2.013  0.452
O  6.415  -2.343  -2.059  -0.550
N  4.628  -0.933  -2.120  -0.303
C  3.799  -1.481  -1.037  -0.761
C  2.429  -1.972  -1.538  -0.993
C  1.238  -1.254  -0.909  -0.437
C  -0.070  -1.614  -1.622  -1.283
C  -1.342  -1.463  -0.782  0.347
C  -2.619  -1.337  -1.650  -0.965
C  -3.248  -0.049  -1.228  -0.030
N  -4.332  0.535  -1.744  0.246
C  -5.079  -0.273  -2.737  -1.077
C  -4.172  1.929  -2.259  0.392
C  -2.887  2.208  -2.986  -0.937
O  -5.069  2.689  -2.125  -0.453
N  -2.575  0.488  -0.247  0.098
C  -1.358  -0.230  0.145  -0.134
C  -1.344  -0.514  1.635  -0.828
O  -1.270  0.704  2.355  -0.194
N  0.150  1.028  2.611  0.179
O  0.340  2.147  2.443  -0.255
H  6.573  0.601  -0.997  0.376
H  7.931  -0.359  -1.627  0.396
H  6.929  0.599  -2.732  0.344
H  4.514  0.073  -2.174  0.275
H  4.349  -2.304  -0.584  0.463
H  3.654  -0.722  -0.259  0.389
H  2.403  -1.828  -2.620  0.401
H  2.335  -3.044  -1.349  0.389
H  1.175  -1.496  0.159  0.201
H  1.410  -0.174  -0.974  0.460
H  -0.162  -0.987  -2.516  0.401
H  -0.012  -2.644  -1.981  0.427
H  -1.474  -2.364  -0.178  0.567
H  -3.309  -2.170  -1.526  0.499
H  -2.370  -1.251  -2.713  0.378
H  -4.533  -0.378  -3.678  0.389
H  -5.343  -1.229  -2.297  0.412
H  -6.013  0.245  -2.937  0.370
H  -2.964  3.187  -3.448  0.392
H  -2.038  2.209  -2.300  0.255
H  -2.700  1.449  -3.748  0.335
H  -2.861  1.357  0.191  0.372
H  -0.517  0.438  -0.059  0.278
H  -0.475  -1.144  1.854  0.400
H  -2.246  -1.033  1.967  0.373
N  -3.705  2.314  7.592  -0.531
C  -3.835  2.834  6.375  -0.306
C  -3.212  2.313  5.250  -0.407
C  -2.409  1.193  5.397  0.234
C  -2.264  0.644  6.661  -0.586
C  -2.932  1.240  7.722  -0.238
H  -4.469  3.711  6.297  0.341
H  -3.355  2.780  4.284  0.351
H  -1.910  0.761  4.542  0.456
H  -1.646  -0.228  6.829  0.358
H  -2.842  0.836  8.725  0.357
N  10.609  0.841  -0.915  -0.488
C  9.865  1.943  -0.883  0.016
C  10.357  3.216  -1.130  -0.535
C  11.705  3.351  -1.425  -0.197
C  12.493  2.213  -1.460  -0.367
C  11.900  0.985  -1.201  -0.181
H  8.819  1.795  -0.638  0.334
H  9.700  4.074  -1.092  0.339
H  12.132  4.326  -1.623  0.373
H  13.549  2.270  -1.685  0.349
H  12.488  0.075  -1.224  0.363
N  -7.230  -1.631  -0.753  -0.219
C  -8.444  -1.791  -1.280  -0.035
C  -9.447  -2.537  -0.683  -0.690
C  -9.181  -3.155  0.528  -0.157
C  -7.924  -2.999  1.090  -0.721
C  -6.991  -2.231  0.414  0.032
H  -8.624  -1.294  -2.228  0.348
H  -10.414  -2.628  -1.159  0.364
H  -9.939  -3.746  1.025  0.385
H  -7.671  -3.459  2.035  0.362
H  -6.001  -2.084  0.834  0.332

---

Density functional theory data (ωB97M-V/def2-TZVPD) for a molecular structure, C29H40NO3P2RhSi.

Results
- net charge = 0
- gap between HOMO and LUMO (spin up / spin down) (eV) = 4.549 / 5.537
- spin multiplicity = 5

Last column: Löwdin spin population.
Positions of all 77 atoms, in Å:
C  1.232  -1.429  -5.435  0.061
C  1.257  -1.078  -4.079  0.159
N  0.119  -1.021  -3.369  0.458
C  -1.064  -1.248  -3.967  0.180
C  -1.148  -1.613  -5.323  0.054
C  0.019  -1.708  -6.081  0.308
C  2.514  -0.486  -3.489  0.021
P  2.378  -0.415  -1.654  0.114
Rh  0.185  -0.535  -1.212  1.809
P  -2.017  -0.297  -1.546  0.095
C  -2.349  -1.152  -3.145  0.024
O  2.363  2.369  -4.343  0.002
O  -0.468  2.451  -3.724  0.005
H  2.170  -1.417  -5.977  -0.001
H  -2.143  -1.761  -5.754  -0.002
H  -0.017  -1.989  -7.140  0.022
C  3.170  -1.841  -0.886  0.048
C  3.418  1.034  -1.264  0.016
H  -3.125  -0.609  -3.706  0.005
H  -2.767  -2.152  -2.929  0.007
H  2.523  0.568  -3.738  0.006
H  3.443  -0.921  -3.917  0.001
C  -3.127  -1.080  -0.362  0.022
C  -2.678  1.381  -1.795  0.025
H  -0.063  2.061  -2.972  0.007
H  -0.334  3.398  -3.626  0.000
H  1.424  2.252  -4.466  0.000
H  2.622  2.128  -5.299  0.000
H  0.132  -2.090  -0.796  0.072
H  -0.011  1.091  -1.375  0.039
H  4.210  -1.951  -1.227  0.009
H  3.132  -1.660  0.202  0.002
H  2.571  -2.727  -1.140  0.004
H  4.480  0.781  -1.414  0.004
H  3.156  1.882  -1.913  0.000
H  3.251  1.307  -0.218  0.001
H  -3.743  1.342  -2.052  0.006
H  -2.517  1.935  -0.863  0.001
H  -2.114  1.868  -2.605  0.001
H  -4.163  -1.074  -0.715  0.005
H  -2.819  -2.110  -0.176  0.001
H  -3.070  -0.560  0.595  0.000
O  -0.022  0.529  0.647  0.351
Si  -0.216  0.325  2.207  0.035
C  -1.351  -1.072  2.668  0.000
C  -2.500  -0.837  3.425  0.000
C  -3.341  -1.905  3.758  0.000
C  -3.021  -3.197  3.336  0.000
C  -1.870  -3.436  2.578  0.000
C  -1.030  -2.370  2.247  0.001
C  1.387  -0.117  3.031  0.011
C  1.372  -0.532  4.363  0.002
C  2.564  -0.881  5.003  0.001
C  3.766  -0.822  4.296  -0.001
C  3.791  -0.426  2.956  0.000
C  2.590  -0.073  2.321  -0.001
C  -0.860  1.925  2.897  0.003
C  -2.053  2.465  2.389  0.002
C  -2.488  3.724  2.827  0.000
C  -1.711  4.460  3.730  0.001
C  -0.488  3.950  4.174  0.000
C  -0.049  2.693  3.742  0.002
H  -2.709  0.171  3.792  0.000
H  -4.230  -1.711  4.359  0.000
H  -3.686  -4.022  3.578  0.000
H  -1.607  -4.446  2.258  0.000
H  -0.108  -2.550  1.686  0.002
H  0.418  -0.577  4.900  0.000
H  2.536  -1.191  6.051  0.000
H  4.695  -1.093  4.793  0.000
H  4.728  -0.381  2.399  0.000
H  2.586  0.241  1.275  -0.001
H  -2.681  1.870  1.714  0.000
H  -3.446  4.108  2.479  0.000
H  -2.021  5.464  4.023  0.000
H  0.130  4.516  4.873  0.000
H  0.887  2.270  4.120  0.000

---

Density functional theory data (ωB97M-V/def2-TZVPD) for a molecular structure, C29H41BBrInN11O2S3.

Results
- net charge = +1
- gap between HOMO and LUMO (eV) = 8.635

Last column: Mulliken charge in e.
Positions of all 89 atoms, in Å:
In  -0.028  0.292  0.330  0.775
C  -0.190  -5.147  4.319  -2.176
C  -0.771  -3.982  3.522  1.201
C  -0.452  -2.686  4.276  -1.581
C  -2.278  -4.209  3.367  -1.544
N  -0.117  -3.967  2.174  0.543
C  0.860  -4.865  1.791  -0.224
C  1.289  -4.513  0.563  -1.223
N  0.572  -3.411  0.167  0.682
B  0.825  -2.457  -0.999  2.021
N  2.299  -2.255  -1.348  0.264
C  2.994  -2.698  -2.446  -1.210
C  4.163  -2.034  -2.482  -0.397
N  4.195  -1.150  -1.414  0.844
C  3.022  -1.285  -0.726  0.126
S  2.509  -0.525  0.740  -0.216
C  5.424  -0.296  -1.247  0.887
C  6.595  -1.254  -1.006  -1.574
C  5.384  0.698  -0.092  -1.793
C  5.619  0.484  -2.551  -1.375
N  -0.109  -2.636  -2.186  0.366
C  -0.610  -3.795  -2.733  -1.210
C  -1.595  -3.456  -3.586  -0.310
N  -1.730  -2.079  -3.556  0.517
C  -0.804  -1.584  -2.692  0.223
S  -0.477  0.068  -2.347  -0.176
C  -2.735  -1.324  -4.373  1.180
C  -1.998  -0.449  -5.390  -1.509
C  -3.596  -2.335  -5.127  -2.178
C  -3.656  -0.508  -3.462  -1.538
C  -0.282  -3.072  1.162  0.184
S  -1.438  -1.790  1.069  -0.305
H  -0.669  -5.161  5.295  0.460
H  0.884  -5.030  4.474  0.480
H  -0.390  -6.104  3.836  0.483
H  -0.845  -2.763  5.289  0.478
H  -0.900  -1.818  3.805  0.331
H  0.628  -2.535  4.332  0.379
H  -2.732  -4.291  4.355  0.472
H  -2.468  -5.135  2.822  0.389
H  -2.755  -3.388  2.841  0.326
H  1.172  -5.689  2.404  0.536
H  2.062  -4.946  -0.049  0.623
H  0.531  -1.421  -0.583  -2.225
H  2.597  -3.441  -3.116  0.650
H  4.982  -2.139  -3.169  0.537
H  6.426  -1.820  -0.090  0.361
H  7.518  -0.686  -0.894  0.450
H  6.726  -1.954  -1.831  0.392
H  5.311  0.196  0.868  0.462
H  4.562  1.403  -0.180  0.227
H  6.319  1.258  -0.113  0.545
H  5.784  -0.175  -3.403  0.397
H  6.490  1.130  -2.452  0.461
H  4.754  1.112  -2.762  0.249
H  -0.236  -4.767  -2.463  0.642
H  -2.204  -4.097  -4.193  0.537
H  -1.379  -1.068  -6.042  0.384
H  -1.367  0.283  -4.895  0.290
H  -2.723  0.084  -6.006  0.479
H  -3.003  -2.931  -5.822  0.478
H  -4.338  -1.790  -5.706  0.457
H  -4.125  -2.993  -4.436  0.480
H  -3.123  0.274  -2.933  0.304
H  -4.139  -1.159  -2.731  0.381
H  -4.428  -0.042  -4.074  0.493
N  0.770  5.284  -1.911  -0.615
N  1.096  4.018  -1.546  1.386
N  1.926  3.279  -2.252  -1.008
C  1.874  2.133  -1.596  -0.407
N  1.053  2.212  -0.543  0.399
N  0.548  3.428  -0.531  -0.776
H  1.516  5.735  -2.414  0.281
H  0.374  5.808  -1.147  0.290
H  2.416  1.248  -1.876  0.576
Br  -5.668  5.177  1.742  -0.182
C  -4.253  4.249  2.609  -0.131
C  -4.059  4.425  3.970  -0.324
C  -3.023  3.747  4.596  -0.711
C  -2.189  2.914  3.870  -0.372
C  -2.397  2.751  2.505  0.194
C  -3.439  3.416  1.866  -0.310
C  -1.507  1.867  1.704  0.963
O  -0.446  1.405  2.220  -0.874
O  -1.820  1.585  0.510  -0.874
H  -4.710  5.083  4.528  0.420
H  -2.867  3.878  5.659  0.398
H  -1.375  2.382  4.343  0.468
H  -3.594  3.276  0.806  0.544

---

Taking the records one at a time from the top gives energy values of -9879.7208, -3451.6743, -1812.9639, -2492.1249, -5866.0444 Ha.
Taking the records one at a time from the top gives max |F| values of 0.5, 1.2, 1.4, 4.1, 0.8 eV Å⁻¹.